No. 1
This record from the Open Molecules 2025 dataset describes a molecular structure, C47H37GeN6O4V. The level of theory is the ωB97M-V functional and the def2-TZVPD basis.

Geometry as XYZ:
```
96
Properties=species:S:1:pos:R:3:lowdin_charge:R:1
V 0.6059 -0.6697 -0.2862 0.82
O 6.3331 0.2830 -4.0769 0.00
C 5.4373 1.1202 -4.0000 -0.68
O 5.2136 2.2096 -4.5732 -0.03
C 4.2687 0.7283 -3.0526 -0.05
C 3.1663 1.5661 -2.8818 0.08
C 2.1600 1.1687 -2.0323 -0.18
N 2.2311 -0.0057 -1.3666 0.03
C 3.2922 -0.8290 -1.5400 -0.17
C 4.3263 -0.4912 -2.3814 0.08
C 3.2130 -2.1037 -0.7974 -0.17
C 4.2800 -2.9934 -0.7389 0.02
C 4.1535 -4.1647 -0.0211 -0.03
C 2.9625 -4.4271 0.6399 -0.03
C 1.9474 -3.5021 0.5437 -0.10
N 2.0475 -2.3634 -0.1621 0.06
C 0.9363 1.9510 -1.7578 -0.18
C 0.6982 3.1954 -2.3331 0.02
C -0.4570 3.8835 -2.0219 -0.03
C -1.3586 3.3177 -1.1340 -0.04
C -1.0581 2.0825 -0.6054 -0.11
N 0.0534 1.3970 -0.9005 0.05
H 3.1609 2.4934 -3.4374 0.12
H 5.1922 -1.1132 -2.5649 0.12
H 5.2039 -2.7589 -1.2482 0.12
H 4.9788 -4.8633 0.0307 0.12
H 2.8203 -5.3274 1.2214 0.11
H 1.0063 -3.6690 1.0499 0.10
H 1.4191 3.6184 -3.0173 0.12
H -0.6490 4.8544 -2.4613 0.12
H -2.2687 3.8249 -0.8418 0.11
H -1.7197 1.6188 0.1070 0.08
C -1.6349 -2.2596 -3.7960 0.02
C -1.0662 -2.2219 -2.4182 -0.33
O -0.3302 -1.3015 -2.0771 0.00
C -1.3214 -3.3359 -1.4792 -0.09
C -1.5101 -4.6264 -1.9694 0.00
C -1.6210 -5.7106 -1.1172 -0.05
C -1.5499 -5.5034 0.2521 -0.04
C -1.3953 -4.2193 0.7591 -0.06
C -1.2876 -3.1273 -0.0930 -0.34
O -1.2165 -1.8525 0.4574 -0.31
H -1.5160 -1.2850 -4.2596 0.10
H -2.6837 -2.5576 -3.7722 0.09
H -1.0862 -2.9968 -4.3904 0.11
H -1.5494 -4.7832 -3.0404 0.12
H -1.7518 -6.7072 -1.5173 0.12
H -1.6205 -6.3411 0.9351 0.12
H -1.3544 -4.0563 1.8280 0.11
Ge -2.9137 -1.4163 1.1495 1.05
C -4.0268 -1.5945 -0.4236 -0.29
C -3.9040 -0.6778 -1.4723 -0.11
C -4.6366 -0.8453 -2.6396 -0.08
C -5.4854 -1.9383 -2.7747 -0.07
C -5.6003 -2.8633 -1.7430 -0.06
C -4.8727 -2.6919 -0.5727 -0.10
C -2.9170 0.3466 1.9534 -0.31
C -3.7167 1.3610 1.4188 -0.13
C -3.8086 2.5938 2.0513 -0.07
C -3.1079 2.8229 3.2292 -0.08
C -2.3340 1.8113 3.7864 -0.07
C -2.2533 0.5769 3.1586 -0.11
H -3.1253 -2.5086 2.1956 0.03
H -3.2301 0.1691 -1.3927 0.10
H -4.5449 -0.1251 -3.4432 0.11
H -6.0583 -2.0682 -3.6845 0.11
H -6.2593 -3.7157 -1.8480 0.11
H -4.9701 -3.4201 0.2249 0.10
H -4.2917 1.1860 0.5174 0.10
H -4.4354 3.3714 1.6325 0.11
H -3.1786 3.7853 3.7213 0.12
H -1.8073 1.9802 4.7164 0.11
H -1.6767 -0.2124 3.6265 0.09
C 1.5225 0.0413 4.0372 -0.03
C 0.9856 -0.4050 2.8499 -0.13
N 1.3758 0.0712 1.6594 0.01
C 2.3197 1.0115 1.6354 -0.07
C 2.8834 1.5553 2.7786 -0.20
C 2.4876 1.0419 4.0018 0.01
C 3.8619 2.6680 2.6496 -0.02
C 3.5615 3.9432 2.4084 -0.02
C 2.2223 4.5558 2.2534 -0.26
C 2.1216 5.9069 1.9449 0.00
C 0.8532 6.4405 1.8050 -0.11
N -0.2503 5.7119 1.9680 0.09
C -0.0463 4.4328 2.2792 -0.19
N 1.1196 3.8191 2.4277 0.15
H 1.1882 -0.3817 4.9759 0.12
H 0.2314 -1.1794 2.8267 0.10
H 2.6164 1.3819 0.6641 0.12
H 2.9106 1.4319 4.9203 0.13
H 4.9114 2.4083 2.7441 0.12
H 4.3882 4.6388 2.3086 0.11
H 3.0043 6.5198 1.8135 0.12
H 0.7140 7.4883 1.5619 0.11
H -0.9297 3.8253 2.4386 0.08
```

LUMO level (spin up / spin down) in hartree: -0.111 / -0.114
HOMO level (spin up / spin down) in eV: -9.53 / -9.53
Kohn-Sham gap (spin up / spin down) in Ha: 0.239 / 0.236
Charge: +1
Spin multiplicity: 4

---

No. 2
This record from the Open Molecules 2025 dataset describes a molecular structure, C47H38F3HgN6O4P2S2. The level of theory is the ωB97M-V functional and the def2-TZVPD basis.

Geometry as XYZ:
```
103
Properties=species:S:1:pos:R:3:lowdin_charge:R:1
Hg 1.4446 0.6600 -0.0379 0.80
C -2.8684 -0.6198 0.2868 -0.30
P -1.7855 -1.8001 1.1016 1.06
C -3.0569 -2.8300 1.7977 -0.40
C -3.6217 -3.8616 1.0226 -0.06
C -4.6149 -4.6517 1.6443 -0.08
C -4.9449 -4.4724 3.0073 -0.13
C -4.3117 -3.5013 3.7560 -0.12
C -3.3877 -2.6296 3.1374 -0.10
C -0.9274 -2.7529 -0.2329 -0.38
C -1.5356 -3.0073 -1.4280 -0.17
C -0.9116 -3.5770 -2.5631 -0.12
C 0.3946 -4.0674 -2.6119 -0.06
C 1.3179 -4.1818 -1.4345 -0.14
C 0.3235 -3.3648 0.2902 -0.20
C -2.5059 0.6637 1.0251 -0.47
C -3.2781 1.4364 1.8999 -0.13
C -2.5261 2.5737 2.1377 -0.12
C -1.3290 2.3545 1.4118 -0.46
C -0.1210 3.2727 1.5355 -0.26
P 1.4369 2.3001 1.7638 0.93
C 1.3963 1.6920 3.4483 -0.35
C 0.6631 0.5318 3.7692 -0.06
C 0.6835 0.0123 5.0694 -0.07
C 1.4108 0.6417 6.0989 -0.09
C 1.9016 1.9046 5.7852 -0.11
C 1.8989 2.4593 4.4996 -0.09
C 2.8058 3.4416 1.6734 -0.40
C 2.7667 4.7554 1.2073 -0.09
C 3.8617 5.6070 1.3379 -0.10
C 5.0740 5.1505 1.8505 -0.09
C 5.1719 3.7677 2.1974 -0.10
C 4.0544 2.9386 2.1388 -0.12
N -1.3269 1.2473 0.6878 0.05
H -3.9580 -0.7834 0.4072 0.09
H -2.5850 -0.4447 -0.7458 0.06
H -3.1979 -4.0870 0.0504 0.08
H -5.1221 -5.4246 1.0676 0.09
H -5.5590 -5.2015 3.5411 0.09
H -4.4906 -3.4294 4.8456 0.10
H -2.8514 -1.9076 3.8243 0.11
H -2.6027 -2.7245 -1.4857 0.10
H -1.4058 -3.6121 -3.5322 0.09
H 0.7494 -4.4448 -3.5831 0.10
H 2.3148 -4.5753 -1.6952 0.14
H 0.3892 -3.1679 1.3316 0.10
H -4.1669 1.0675 2.3663 0.07
H -2.8272 3.3981 2.7895 0.07
H -0.2225 4.0240 2.3349 0.09
H -0.0368 3.8555 0.6124 0.07
H 0.0248 0.1072 3.0376 0.07
H 0.0838 -0.8915 5.2655 0.11
H 1.5276 0.2130 7.0959 0.10
H 2.2674 2.5602 6.5732 0.09
H 2.3511 3.3976 4.2517 0.09
H 1.8364 5.1997 0.8243 0.11
H 3.7543 6.5426 0.7474 0.12
H 5.9487 5.8181 1.8786 0.10
H 6.1542 3.3526 2.4521 0.10
H 4.2622 1.8662 2.4200 0.13
O 2.5307 5.1098 -4.5229 0.09
C 3.6136 4.3126 -4.5754 -0.53
O 4.4958 4.3363 -5.3719 0.09
C 3.7771 3.4640 -3.3784 -0.06
C 4.9451 2.8295 -2.9547 -0.01
N 4.7187 2.2815 -1.7092 0.01
N 3.4605 2.5430 -1.2943 0.07
C 2.8472 3.1614 -2.2888 -0.14
C 1.4008 3.4888 -2.0082 -0.62
O 1.1428 4.7182 -2.1741 -0.04
O 0.6521 2.5158 -1.7323 -0.11
H 2.0731 4.9468 -3.6084 0.09
H 5.8206 2.7251 -3.5986 0.13
H 5.4187 1.8308 -1.1280 0.15
F -1.3890 -5.7709 -1.0177 0.10
C -0.2774 -5.9752 -0.2404 -0.50
F 0.3456 -7.0771 -0.8241 0.08
F -0.7343 -6.3376 0.9700 0.13
C 0.7283 -4.8626 -0.1556 -0.24
C 1.7724 -5.3224 0.8120 -0.11
C 2.9887 -4.7514 1.0543 -0.18
C 3.4362 -3.5144 0.6096 -0.28
N 2.8198 -2.6354 -0.1318 -0.07
C 1.5175 -2.7247 -0.5673 -0.74
S 1.1787 -1.2009 -1.5092 0.50
H 1.6090 -6.2678 1.3404 0.09
H 3.6260 -5.3147 1.7163 0.07
H 4.4580 -3.2917 0.8795 0.06
N -5.3943 0.5155 -2.6126 0.07
C -5.2781 0.3621 -3.9718 -0.79
S -6.5806 -0.0172 -4.9923 0.57
C -3.9353 0.6815 -4.5467 -0.24
C -2.8628 0.9540 -3.7042 0.00
C -1.6552 1.5016 -4.1886 -0.10
N -1.4919 1.6919 -5.4690 0.05
C -2.4614 1.3073 -6.3339 -0.15
C -3.7246 0.8148 -5.9836 -0.04
H -6.2752 0.1789 -2.1837 0.11
H -4.8967 1.3491 -2.2763 0.12
H -3.0628 0.8912 -2.6545 0.08
H -0.8579 1.9581 -3.5134 0.12
H -2.1605 1.1998 -7.3656 0.09
H -4.5297 0.5936 -6.7430 0.09
```

LUMO level (spin up / spin down) in hartree: 0.114 / 0.114
HOMO level (spin up / spin down) in eV: 0.26 / -1.95
Kohn-Sham gap (spin up / spin down) in Ha: 0.104 / 0.185
Charge: -2
Spin multiplicity: 2

---

The calculation returns the following relative energy (zero: lowest compared OMol25 entry of this formula, charge and spin) values, one per record and in order: 0.158 6.963 eV.